No. 1
Density functional theory data (ωB97M-V with the def2-TZVPD basis set) for a structure of composition C24H50CdF6NO16S2Zn in a non-equilibrium geometry.

```
101
Properties=species:S:1:pos:R:3
C -3.252 -5.391 -0.569
C -2.652 0.411 -3.067
F 1.398 0.114 4.239
O 3.291 -3.180 3.865
C -3.769 -4.326 -1.517
F -2.433 5.442 1.237
H 2.387 5.407 1.752
Zn 1.770 -5.660 -0.198
O -3.026 -2.962 3.055
H -3.972 0.515 -4.674
O -1.821 -3.881 -4.951
H -3.296 -2.386 3.774
H 3.124 0.207 -3.946
H 3.775 5.986 0.921
O -2.779 -3.631 -2.227
H -1.748 0.638 -1.379
H -4.605 -4.670 -2.132
C -0.065 -2.404 -4.216
O -2.555 2.842 1.126
H -1.292 -2.061 -0.625
C -3.260 -0.731 2.314
O 2.724 -3.864 0.506
H -3.004 0.021 1.562
C -3.922 1.001 -3.696
S 0.572 2.477 3.360
H 1.307 1.652 -3.040
O 2.218 3.634 -0.020
H -1.940 3.374 -3.045
C 4.528 -3.248 4.556
H -1.771 0.718 -3.641
H -1.871 -3.857 -1.994
O 1.580 1.502 -2.129
H -2.564 4.750 -2.163
H 4.578 0.264 -2.960
C 2.020 -2.824 0.289
C 3.488 0.316 -2.925
C 0.235 0.681 3.932
H 3.771 2.976 1.197
H 3.773 -1.674 5.735
O -2.634 0.843 -1.718
H -2.791 -0.673 -3.148
H -4.796 0.677 -3.135
C 0.618 -2.984 -0.314
H -1.678 3.030 -0.780
C -0.260 -1.940 -0.323
H 0.464 4.245 -2.138
H 3.396 -1.584 1.281
H -3.302 -2.617 1.156
H -2.321 -3.909 -4.122
S -1.706 3.135 2.275
H 0.169 -4.143 -5.464
C 4.320 -2.597 5.931
O 2.013 2.534 3.172
C -1.691 4.377 -2.704
H 0.969 -2.131 -4.429
H -0.139 -4.578 -3.871
C 3.494 3.848 0.607
H 3.465 1.542 -1.151
H 3.147 -0.553 -2.354
H -2.769 -0.320 3.201
H 5.295 -2.766 3.944
O -0.431 0.444 -0.150
H -0.371 -2.145 -3.199
O -0.738 3.263 -0.856
H 5.307 -2.510 6.383
H -1.615 5.042 -3.565
C 3.395 5.116 1.462
C 0.200 -0.610 -0.097
H -0.691 -1.726 -4.801
H -2.722 -4.904 0.251
O 2.220 0.703 0.702
H -0.597 5.274 -1.035
H 3.578 -3.191 6.463
F -0.592 0.675 4.934
O 0.116 3.465 4.326
O -2.240 2.632 3.544
C -0.519 4.411 -1.697
F -0.394 5.409 2.013
C -1.641 5.017 2.220
H -4.329 -0.674 2.516
H -1.643 -2.099 1.815
C 1.748 -0.427 0.472
H 3.972 4.989 2.377
H -4.386 -3.664 -0.892
H -4.102 -5.909 -0.127
H -2.608 -6.059 -1.145
H 2.101 4.390 -0.606
H -3.853 2.084 -3.768
H 3.407 2.345 -2.771
C 2.522 -1.586 0.646
H 4.192 3.818 -0.236
N -0.071 2.613 1.930
F -2.091 5.518 3.349
O 0.214 -4.132 -0.779
F -0.232 0.004 2.870
C -0.442 -3.831 -4.615
C -2.728 -2.119 1.944
Cd 0.801 2.043 0.207
H 3.333 -2.507 3.186
C 3.018 1.542 -2.138
H 4.710 -4.322 4.646
```

Calculated values
total charge = +1
max |F| = 6.2 eV Å⁻¹
orbital gap = 4.334 eV
calculated total energy = -5545.217420 Ha
relative energy (zero: lowest compared OMol25 entry of this formula, charge and spin) = 1.310 eV
E_LUMO = -7.62 eV

No. 2
Density functional theory data (ωB97M-V with the def2-TZVPD basis set) for a structure of composition C24H50Cl2IrO4P2Si2 in a non-equilibrium geometry.

```
85
Properties=species:S:1:pos:R:3
H 0.366 -4.808 -3.192
H -4.092 2.306 1.042
H -1.249 -4.708 -2.468
C -0.262 3.354 -2.521
H -3.801 -4.306 -0.156
H 3.075 -4.566 2.494
P -0.412 2.340 0.164
H -1.684 5.029 1.038
H -3.879 1.910 -4.262
H -0.216 -4.271 0.712
C 2.069 -0.334 1.373
H -2.924 -1.652 1.298
P -0.658 -2.213 -0.605
H 1.387 3.147 -1.167
H -1.657 -2.431 -3.532
C 0.462 2.790 1.719
H 3.251 -2.828 2.902
H 2.289 -1.124 -1.936
H -2.459 3.268 -0.624
H -2.206 -4.896 -0.650
H 2.455 1.472 -1.493
H 3.926 -4.007 -0.632
H 0.718 5.181 0.278
C 2.231 -0.691 -0.940
H 2.863 4.091 -0.177
C 0.003 -2.949 -2.212
Cl -1.548 0.415 -1.956
H -0.122 2.351 -2.936
H 2.412 -4.082 -1.560
H 0.187 -5.029 -1.444
H -3.338 4.471 1.340
C 3.280 3.897 0.818
H -2.763 1.411 1.811
C 2.583 -3.589 2.480
C 2.304 -1.393 0.296
H 0.899 5.529 -1.449
Si 2.028 -3.198 0.738
H -1.335 3.591 -2.521
C -3.104 1.862 0.869
C -2.284 4.163 1.337
H 0.076 2.073 2.475
C -2.723 -4.122 -0.073
H 2.531 -0.520 2.358
H -0.181 -2.762 1.665
O -0.032 -2.136 4.633
H -0.728 5.356 -0.768
C 0.138 -3.226 0.706
C -0.567 -2.303 -3.475
H 1.077 -2.708 -2.158
H 1.732 -3.657 3.164
H 3.527 1.412 3.620
H 0.247 4.073 -3.178
H -2.774 -2.613 -1.622
H 3.244 4.822 1.407
H -4.325 -2.100 0.300
C 2.855 -4.241 -0.571
H 2.757 -5.300 -0.304
H -0.116 -2.813 -4.338
H 2.046 2.166 4.165
C -0.189 -4.464 -2.306
C -2.162 2.965 0.394
H -0.332 -1.237 -3.543
H 3.448 3.193 3.830
H 0.214 3.804 2.075
O 0.087 0.238 5.301
C 2.900 2.304 3.489
C 2.448 0.988 0.698
H 4.334 3.608 0.699
C -2.464 -2.698 -0.566
H -3.206 1.081 0.113
C 0.343 3.495 -1.125
C -3.453 1.005 -4.698
O 0.674 -0.286 1.576
C -3.294 -1.726 0.266
C 0.300 4.969 -0.715
Ir 0.100 0.045 -0.357
Si 2.339 2.561 1.723
H -3.969 0.050 -4.586
C 2.324 0.747 -0.693
H -2.514 1.056 -5.253
Cl 0.365 -0.756 4.227
H -3.303 -0.732 -0.184
H -2.444 -4.227 0.983
O 1.890 -0.775 4.007
H -2.013 3.883 2.362
```

Calculated values
spin multiplicity = 6
max |F| = 2.9 eV Å⁻¹
orbital gap (spin up / spin down) = 6.420 / 4.970 eV
calculated total energy = -3531.484055 Ha
relative energy (zero: lowest compared OMol25 entry of this formula, charge and spin) = 0.000 eV
E_LUMO (spin up / spin down) = -0.27 / -2.71 eV

No. 3
Density functional theory data (ωB97M-V with the def2-TZVPD basis set) for a cluster of 7 separate species, C24H50F8N7O9S2 in total in a non-equilibrium geometry.

```
100
Properties=species:S:1:pos:R:3
S -0.375 1.675 2.895
H -3.801 0.367 -0.171
O -1.828 1.480 -0.914
S -2.012 2.815 3.555
H 2.063 0.234 1.934
H -2.771 -7.914 -0.531
O 3.159 -0.588 0.059
H -1.762 -5.377 -2.457
H -1.527 -6.334 -3.941
H -6.058 -8.662 -2.031
H -3.224 -10.267 0.030
H 5.595 -0.062 -0.364
C -2.785 1.248 -1.649
H 5.544 -0.991 -1.875
H -0.200 -2.128 -2.175
O -2.140 4.061 2.594
H 1.506 3.396 3.398
O -3.494 -7.031 -2.624
C -4.026 -7.998 -2.083
C -2.802 1.648 -3.097
O 4.732 6.980 -2.387
N -3.558 -8.448 -0.884
H -5.214 -0.836 -1.788
H -4.889 -10.060 -0.569
F -5.034 0.296 4.811
C -3.677 1.947 3.489
O 1.496 -3.462 -3.491
H 1.051 4.953 -2.759
H -1.049 6.696 -0.037
H 1.797 -0.649 4.557
F -2.692 0.320 5.257
H 6.757 6.471 -0.101
C -4.044 -9.557 -0.099
C 0.898 5.725 -2.002
H 4.072 -4.486 -1.189
H 3.362 7.201 1.571
H 3.246 1.889 4.517
H -4.347 -9.174 0.879
H -5.456 -8.251 -3.648
H 2.032 4.723 -0.514
N 4.080 -0.286 2.841
H 5.177 -3.297 -1.924
H -0.107 6.136 -2.101
H 2.438 -2.682 -0.822
F -4.586 2.766 4.379
C -0.573 -3.145 -2.323
C 2.324 1.284 4.060
H 3.330 1.626 2.040
H 3.870 5.498 1.440
H -1.700 5.481 1.079
F -3.020 -2.029 3.673
F -5.030 -1.134 2.681
O -1.783 3.436 4.983
C -5.193 -8.720 -2.696
H 3.633 -3.690 -2.723
H 5.985 -1.792 -0.331
F -0.445 0.035 3.385
C -3.691 0.436 4.131
N 3.420 -2.536 -1.026
H 1.632 6.522 -2.145
H -3.626 2.342 -3.283
H 6.245 8.186 0.030
C 5.352 -1.035 -0.800
H 5.095 6.790 1.509
H 3.124 6.374 -0.735
C 1.116 2.373 3.865
C -1.119 5.624 0.164
H 0.696 2.603 4.958
C -5.094 0.248 -1.850
C 0.256 5.045 0.343
H 3.692 -1.247 2.709
N 4.008 6.604 -0.296
C -3.610 -0.787 3.047
H -0.730 -3.602 -1.342
H 7.003 7.587 -1.458
N 1.125 5.134 -0.705
C 6.332 7.324 -0.636
H -1.634 5.116 -0.656
H 4.470 -0.159 3.810
H -2.902 0.761 -3.728
C 2.907 0.673 2.617
H -0.747 -6.841 -2.421
O 0.611 4.505 1.388
H -1.864 2.149 -3.351
H -1.516 -3.091 -2.873
C 0.432 -3.942 -3.105
N 0.134 -5.244 -3.386
N -3.882 0.606 -1.153
C 4.980 6.962 -1.184
C -1.052 -5.982 -3.023
H -4.928 -9.763 -2.886
H -5.932 0.734 -1.346
H -5.076 0.551 -2.898
F -2.864 -0.493 1.805
O 2.033 0.215 5.049
C 3.904 -1.352 -0.550
H 0.856 -5.719 -3.915
F -4.334 2.026 2.131
C 4.103 6.523 1.142
C 4.131 -3.556 -1.759
```

Calculated values
total charge = +1
max |F| = 12.1 eV Å⁻¹
orbital gap = 4.424 eV
calculated total energy = -3599.663506 Ha
E_LUMO = -6.43 eV